(1)
Computed, not measured: a cluster of 10 separate species, C31H67B5F20N8O2 in total in a non-equilibrium geometry, with wB97M-V/def2-TZVPD.

Computed properties:
- HOMO level (eV) = -9.2259
- total energy (eV) = -107009.16095
- maximum force (eV/Å) = 3.620

Positions of all 133 atoms, in Å:
C1 0.1372 -0.9120 -1.4022
N1 -0.6108 -0.0585 -2.3184
C2 -2.0372 -0.5080 -2.3423
C3 -0.5816 1.3578 -1.7590
C4 0.0591 0.0663 -3.6037
C5 0.0398 -1.1396 -4.4911
O1 1.3022 -1.7970 -4.4662
H1 0.0598 -1.9537 -1.7254
H2 -0.2816 -0.7577 -0.3962
H3 1.1808 -0.6111 -1.4404
H4 -2.0961 -1.5703 -2.5733
H5 -2.5776 -0.0486 -3.1774
H6 -2.4821 -0.2369 -1.4005
H7 -1.2275 1.9741 -2.3586
H8 0.4413 1.7552 -1.7709
H9 -1.0132 1.2262 -0.7648
H10 1.0297 0.4893 -3.3527
H11 -0.4449 0.8678 -4.1383
H12 -0.1869 -0.6283 -5.4345
H13 -0.7080 -1.9051 -4.3570
H14 1.0390 -2.7338 -4.4776
C6 -0.2838 5.2401 -1.7392
C7 0.3682 4.8225 -0.4409
N2 -0.4961 5.3724 0.6816
C8 -1.5420 4.7332 1.2675
C9 -2.1127 5.5508 2.2750
N3 -1.3245 6.6929 2.2466
C10 -0.4566 6.6449 1.2537
C11 -1.5663 7.8827 3.0067
H15 -1.2279 4.6918 -1.8193
H16 0.3656 5.0417 -2.5766
H17 -0.5529 6.3397 -1.7301
H18 1.4031 5.1801 -0.4390
H19 0.3355 3.7299 -0.3463
H20 -1.8506 3.7436 1.0143
H21 -2.8245 5.4328 3.1292
H22 0.3893 7.3314 1.1461
H23 -0.6517 8.5125 2.9836
H24 -1.7845 7.5810 4.0367
H25 -2.4255 8.4637 2.6937
C12 7.1696 -0.5638 -1.9334
C13 5.7999 -0.9984 -2.3761
N4 5.4841 -0.6999 -3.7812
C14 6.2935 -0.0631 -4.6923
C15 5.5676 0.0742 -5.8636
N5 4.3449 -0.5148 -5.6512
C16 4.3020 -0.9327 -4.3435
C17 3.2176 -0.6094 -6.5579
H26 7.3676 -0.6680 -0.8812
H27 7.5475 0.4228 -2.2703
H28 7.8559 -1.2813 -2.4146
H29 5.0017 -0.6040 -1.7737
H30 5.8064 -2.0883 -2.3570
H31 7.3021 0.2142 -4.4363
H32 5.8570 0.4050 -6.8302
H33 3.4182 -1.4408 -3.9270
H34 2.4364 -1.2317 -6.0637
H35 3.6582 -1.1266 -7.4241
H36 2.8196 0.3459 -6.9253
C18 -5.0052 -3.2158 3.3644
C19 -3.6645 -2.4861 3.3627
N6 -2.9072 -2.9209 2.1941
C20 -3.2990 -2.6897 0.8722
C21 -2.3892 -3.4137 0.0496
N7 -1.5413 -4.0612 0.8695
C22 -1.8487 -3.7327 2.1625
C23 -0.5151 -4.9716 0.3857
H37 -5.5997 -3.0189 4.2552
H38 -4.8803 -4.3160 3.2167
H39 -5.5810 -2.9112 2.4861
H40 -2.9978 -2.6244 4.2394
H41 -3.8024 -1.4084 3.2664
H42 -4.1354 -1.9989 0.7397
H43 -2.3826 -3.5600 -1.0078
H44 -1.3289 -4.1039 3.0182
H45 -0.5235 -5.9328 0.9047
H46 0.4434 -4.4747 0.3580
H47 -0.7698 -5.1371 -0.6705
C24 1.0276 2.1605 3.4181
C25 1.4329 1.0409 4.2787
N8 0.5853 -0.1836 4.3483
C26 -0.7677 0.2076 4.9505
C27 0.3535 -0.7355 3.0024
C28 1.6025 -1.0773 2.2555
C29 1.2364 -1.1690 5.1936
C30 0.7061 -2.6198 5.1821
O2 -0.6003 -2.9584 5.5703
C31 -0.9871 -2.7462 6.9661
H48 1.0071 1.9631 2.3626
H49 1.8956 2.8427 3.5660
H50 0.1253 2.7208 3.6699
H51 1.6105 1.3906 5.3137
H52 2.4070 0.7114 3.9173
H53 -1.4896 -0.5720 4.7952
H54 -1.0980 1.1016 4.4100
H55 -0.6476 0.5385 5.9995
H56 -0.1273 0.1002 2.5069
H57 -0.3662 -1.5411 3.0521
H58 2.1716 -0.2223 1.8718
H59 1.3377 -1.5581 1.3179
H60 2.2498 -1.7809 2.7635
H61 1.1101 -0.8060 6.2288
H62 2.2928 -1.1170 4.9336
H63 1.4469 -2.9978 5.8831
H64 0.8277 -3.0831 4.1858
H65 -0.2548 -3.0789 7.7071
H66 -1.9431 -3.2692 7.0587
H67 -1.2082 -1.6626 7.1249
B1 3.8519 1.4635 -1.4924
F1 3.3162 0.8979 -2.7332
F2 5.2537 1.6732 -1.6052
F3 3.1929 2.6992 -1.2786
F4 3.5728 0.5523 -0.4335
B2 -2.8119 1.7082 -5.2594
F5 -2.2833 2.1337 -3.8987
F6 -1.9309 0.6374 -5.7140
F7 -4.1740 1.2328 -5.0912
F8 -2.7238 2.8187 -6.1213
B3 -5.7243 -1.6271 -1.0517
F9 -5.8307 -1.5192 0.3919
F10 -4.3041 -1.8997 -1.3269
F11 -6.4703 -2.7811 -1.4588
F12 -6.1763 -0.4758 -1.6644
B4 -2.4976 1.2949 1.8970
F13 -2.9391 0.9665 0.6259
F14 -1.0412 1.6144 1.7507
F15 -3.0745 2.4844 2.4377
F16 -2.5673 0.2889 2.8435
B5 -0.8018 -4.6820 -3.4470
F17 -1.5027 -5.8763 -3.7263
F18 -1.6451 -3.7685 -2.7626
F19 0.2934 -4.9241 -2.5551
F20 -0.2432 -4.0363 -4.6170

Cartesian forces (eV/Å) of the 2 atoms listed first:
C 0.366 -0.515 0.446
N -0.488 1.601 0.959

=====

(2)
Computed, not measured: a cluster of 11 separate species, C54H64Cl6NO26 in total in a non-equilibrium geometry, with wB97M-V/def2-TZVPD.

Computed properties:
- charge = +1
- HOMO level (eV) = -11.0117
- total energy (eV) = -186880.48915
- maximum force (eV/Å) = 5.609

Positions of all 151 atoms, in Å:
C1 19.7011 -4.1790 1.4378
C2 20.5245 -4.8878 2.5552
C3 22.0154 -4.8404 2.3355
N1 22.9169 -5.8672 3.2007
C4 22.4731 -7.3011 2.7735
C5 22.7167 -5.6426 4.7520
C6 23.9272 -6.2987 5.4180
C7 25.1536 -5.9506 4.5460
C8 24.4638 -5.6329 3.1629
H1 20.0385 -3.1665 1.2165
H2 18.6714 -4.0685 1.7777
H3 19.7440 -4.7737 0.5253
H4 20.1345 -5.8999 2.6641
H5 20.3240 -4.3928 3.5054
H6 22.4848 -3.8748 2.5234
H7 22.1622 -5.0642 1.2789
H8 21.4564 -7.5228 3.0978
H9 23.2165 -8.0619 3.0115
H10 22.4244 -7.3975 1.6888
H11 21.7816 -6.0724 5.1110
H12 22.7510 -4.5595 4.8703
H13 23.7855 -7.3652 5.5933
H14 24.0928 -5.8263 6.3863
H15 25.8910 -6.7132 4.2959
H16 25.5990 -5.0415 4.9501
H17 24.6932 -6.2545 2.2975
H18 24.5554 -4.5737 2.9223
Cl1 14.8890 -3.2481 1.7833
C9 14.9800 -4.7018 2.7105
C10 15.2453 -5.9271 1.8035
Cl2 16.9462 -6.4007 1.7773
H19 13.9718 -4.7504 3.1220
H20 15.5559 -4.6022 3.6306
H21 14.9453 -5.8473 0.7587
H22 14.7520 -6.7737 2.2810
Cl3 21.0705 -6.9167 7.9270
C11 20.6870 -8.6078 8.0923
C12 20.3260 -9.3027 6.8210
Cl4 21.6556 -9.2881 5.6426
H23 19.8784 -8.7657 8.8061
H24 21.5417 -9.0998 8.5565
H25 19.4546 -8.9039 6.3016
H26 20.2427 -10.3736 7.0066
Cl5 17.8451 -4.6576 -4.0249
C13 16.9827 -3.4994 -3.0950
C14 17.3549 -3.5695 -1.6091
Cl6 19.0590 -3.0970 -1.4272
H27 15.9166 -3.6702 -3.2445
H28 17.2218 -2.5074 -3.4781
H29 17.3102 -4.5913 -1.2321
H30 16.8000 -2.8085 -1.0604
C15 27.8927 -3.1601 2.9638
O1 26.5772 -2.6275 3.1082
C16 25.8446 -2.2439 1.9030
C17 26.3311 -0.9662 1.1991
O2 25.7839 0.1417 1.9312
C18 26.2130 1.3745 1.4037
H31 28.2245 -3.4861 3.9495
H32 28.6978 -2.5497 2.5548
H33 27.6915 -4.0534 2.3725
H34 24.7642 -2.1320 1.9932
H35 25.9459 -3.0388 1.1641
H36 25.9491 -0.9716 0.1782
H37 27.4149 -0.8516 1.1847
H38 25.6959 2.3061 1.6338
H39 26.2829 1.2878 0.3194
H40 27.2136 1.6364 1.7476
C19 21.1886 -10.4989 2.1149
C20 22.1758 -11.4450 2.1671
C21 22.1332 -12.7744 2.7056
O3 23.0774 -13.5562 2.7284
C22 20.7796 -13.0376 3.1465
C23 19.7045 -12.2246 3.0903
C24 19.8346 -10.7689 2.5939
O4 18.9146 -9.9175 2.5894
O5 18.5040 -12.6322 3.5004
O6 23.4597 -11.2584 1.6610
H41 21.2950 -9.5419 1.6258
H42 20.4752 -14.0202 3.4755
H43 17.9354 -12.4675 2.7446
H44 24.0157 -11.9768 1.9714
C25 21.0701 -7.4335 -1.2371
C26 19.8588 -7.7636 -0.6642
C27 18.6716 -7.9490 -1.4171
O7 17.4657 -8.0989 -1.0315
C28 18.8470 -7.9633 -2.8480
C29 20.0067 -7.5836 -3.4535
C30 21.2875 -7.2515 -2.7391
O8 22.3377 -6.8829 -3.2877
O9 20.1770 -7.5870 -4.8479
O10 19.7163 -7.8291 0.6816
H45 21.9035 -7.2534 -0.5742
H46 18.0212 -8.3926 -3.3959
H47 21.1099 -7.5890 -5.0743
H48 18.9084 -8.2963 0.9069
C31 21.1008 -1.8954 10.0450
C32 22.0217 -2.5098 10.8315
C33 22.7910 -3.7553 10.4428
O11 23.5458 -4.4485 11.1854
C34 22.4650 -4.1578 9.0823
C35 21.5956 -3.5314 8.2992
C36 20.8484 -2.2858 8.6723
O12 20.1694 -1.6514 7.8201
O13 21.2811 -3.9505 7.0453
O14 22.2132 -2.0900 12.0948
H49 20.6363 -1.0083 10.4497
H50 22.9524 -5.0233 8.6583
H51 20.5793 -3.3551 6.7725
H52 22.9718 -2.5744 12.4287
C37 25.0334 1.3092 5.2179
C38 25.0442 -0.0255 5.3803
C39 23.8582 -0.9040 5.4974
O15 23.7984 -2.1167 5.7585
C40 22.6570 -0.0738 5.6085
C41 22.6408 1.2627 5.4435
C42 23.8304 2.1273 5.1071
O16 23.7747 3.2921 4.7467
O17 21.5147 1.9582 5.6915
O18 26.2272 -0.5998 5.6106
H53 26.0072 1.7674 5.1272
H54 21.7260 -0.5678 5.8442
H55 21.5477 2.8133 5.2563
H56 26.0189 -1.5338 5.6878
C43 24.5878 -10.5840 5.5575
C44 24.3950 -10.2600 6.8496
C45 25.2833 -9.3156 7.6789
O19 24.9429 -9.0646 8.8652
C46 26.3216 -8.7320 6.8926
C47 26.5791 -9.0547 5.6162
C48 25.6822 -10.0495 4.7969
O20 25.9160 -10.3781 3.6580
O21 27.7091 -8.5931 5.0413
O22 23.4595 -10.8903 7.5313
H57 23.8129 -11.2925 5.3043
H58 26.9417 -8.0749 7.4842
H59 27.6496 -8.6602 4.0855
H60 23.5742 -10.6554 8.4551
C49 25.1587 -9.0653 -0.2744
C50 26.1083 -9.9560 -0.6516
C51 26.9692 -9.7706 -1.8307
O23 27.9752 -10.4223 -2.1739
C52 26.6880 -8.5173 -2.5457
C53 25.7309 -7.6249 -2.1532
C54 24.8272 -7.7697 -0.9515
O24 24.1121 -6.8995 -0.4814
O25 25.4332 -6.5384 -2.8920
O26 26.5769 -10.9302 0.1445
H61 24.7371 -9.1610 0.7153
H62 27.1662 -8.4291 -3.5100
H63 24.8863 -5.9281 -2.3920
H64 27.2065 -11.4998 -0.3035

Cartesian forces (eV/Å) of the 2 atoms listed first:
C 0.724 -0.339 0.706
C -0.647 0.641 0.857

=====

(3)
Computed, not measured: a structure of composition C14H24BCaFNO2 in a non-equilibrium geometry, with wB97M-V/def2-TZVPD.

Computed properties:
- charge = +1
- HOMO level (eV) = -9.0995
- total energy (eV) = -42308.62191
- maximum force (eV/Å) = 5.440

Positions of all 44 atoms, in Å:
C1 0.8342 -3.4567 -0.3263
C2 1.4312 -2.4853 -1.4630
O1 0.6102 -2.0404 -2.3268
O2 2.7849 -2.0307 -1.5789
C3 3.2745 -1.4223 -0.3375
C4 3.2471 0.1935 -0.3738
B1 1.7025 0.7419 -0.0638
C5 1.4114 2.2491 -0.6238
C6 -0.0774 2.3874 -1.2811
C7 -1.2633 2.1520 -0.2333
C8 -2.3822 1.2529 -0.9924
N1 -3.1534 0.3550 -0.0839
C9 -4.3278 -0.2830 -0.6731
C10 -4.9352 -1.1819 0.4243
C11 -4.0615 -1.0348 1.7139
C12 -2.9728 -0.0203 1.2889
C13 1.3659 0.4545 1.5108
C14 1.2905 1.7196 2.4777
F1 0.1599 -0.4104 1.5749
H1 -0.3131 -3.4626 -0.4560
H2 1.0072 -2.9627 0.7052
H3 1.2550 -4.5226 -0.3223
H4 4.3939 -1.7098 -0.2611
H5 2.7895 -1.8075 0.6187
H6 3.8895 0.5359 0.5163
H7 3.6626 0.6249 -1.3473
H8 0.9951 -0.0002 -0.7093
H9 2.1239 2.4009 -1.5293
H10 1.6481 3.1067 0.0907
H11 -0.0722 1.6334 -2.1582
H12 -0.1267 3.4351 -1.7676
H13 -0.9483 1.7266 0.7717
H14 -1.7711 3.1751 -0.0541
H15 -3.1166 1.9020 -1.6049
H16 -1.8825 0.5647 -1.7758
H17 -4.7364 -0.1502 -1.7286
H18 -5.8420 -1.8597 0.3521
H19 -4.1569 -1.5328 2.7314
H20 -2.1508 0.3683 1.9684
H21 2.2185 -0.2189 1.9223
H22 1.5630 1.4230 3.5623
H23 0.2685 2.2457 2.4901
H24 2.0880 2.4914 2.1741
Ca1 2.2753 -4.5468 -2.8219

Cartesian forces (eV/Å) of the 2 atoms listed first:
C -0.246 1.167 0.315
C -2.550 3.299 -1.774

=====

(4)
Computed, not measured: an isolated molecule of C5H4N2, with wB97M-V/def2-TZVPD.

Computed properties:
- ΔE to the lowest compared entry with this formula, charge and spin (kcal per mole) = 134.5
- HOMO level (eV) = -8.7282
- total energy (eV) = -8223.65895
- maximum force (eV/Å) = 0.689

Positions of all 11 atoms, in Å:
C1 -2.1555 0.8162 1.3678
C2 -1.3593 0.5895 0.4913
C3 -0.4173 0.2760 -0.5696
C4 0.7609 1.0539 -0.7232
C5 1.8660 0.3035 -0.4792
N1 1.6066 -1.0433 -0.1608
N2 0.3843 -1.2847 -0.1488
H1 -2.8414 0.9671 2.1759
H2 -0.9300 0.0156 -1.5173
H3 2.9229 0.5602 -0.5192
H4 0.1628 -2.2542 0.0832

Cartesian forces (eV/Å) of the 2 atoms listed first:
C 0.484 -0.288 -0.398
C -0.348 -0.013 0.506

=====

Q: Number 1 is which compound?
A: C31H67B5F20N8O2

=====

Q: Which of these has the highest maximum force?
A: C54H64Cl6NO26